Entry from the OMol25 dataset: a cluster of 2 separate species, C41H37N7O7 in total in a non-equilibrium geometry (ωB97M-V with the def2-TZVPD basis set).

Geometry (Å):
O  2.2471  1.9568  4.2835
O  1.4107  -0.1218  0.5556
O  5.2157  -3.3977  1.8637
O  1.0323  1.6724  2.4034
O  3.6917  -2.5195  0.5510
O  4.5085  -0.2183  7.1268
O  5.5414  -2.0127  6.4166
N  4.1933  -2.7081  1.6948
N  0.0159  2.5000  -1.8428
N  4.7159  -1.0833  6.2593
N  -1.3325  1.0204  -0.8547
N  0.7011  1.3277  -1.6243
N  3.0383  1.2464  5.1622
N  1.7698  1.1710  3.2419
C  -2.2286  3.3209  -1.3012
C  4.0026  -0.2342  -1.7565
C  -2.9363  -3.5815  -2.5848
C  -4.6307  -0.6298  -1.3165
C  -3.3361  0.6903  -2.9900
C  0.4587  -0.5957  -0.1401
C  0.6006  -2.8061  1.1115
C  -4.2928  4.2651  -0.4320
C  2.2496  3.4443  -0.3887
C  6.0625  0.2029  -0.4151
C  2.3247  -0.1108  3.4438
C  -0.9693  -2.4933  -0.8470
C  -1.9013  0.2282  1.8761
C  3.5902  -2.0310  2.8186
C  -3.9015  -0.9310  0.9483
C  2.0007  -0.8959  -3.0591
C  4.1578  1.8600  -0.5758
C  -4.2054  5.2992  -1.3745
C  -4.8160  -1.2161  -0.0652
C  -1.1425  -2.0172  -2.1639
C  0.0411  -1.9486  0.0568
C  -2.7922  -0.1101  0.7220
C  3.9943  -1.0646  5.0007
C  2.8522  2.2020  -0.9369
C  4.2727  -2.0406  4.0500
C  -3.5107  0.1600  -1.5975
C  -3.1027  5.3820  -2.2390
C  2.7119  0.0695  -2.1729
C  4.7214  0.6307  -0.9292
C  -0.1259  0.3726  -1.0852
C  -5.9495  -2.1684  0.1675
C  -2.7775  -4.0920  -1.2934
C  -3.2991  3.2917  -0.3732
C  3.0581  -0.0084  4.6485
C  2.1190  1.2579  -1.6833
C  -2.1038  -2.5478  -3.0205
C  -1.1955  2.3077  -1.3739
C  -1.8189  -3.5599  -0.4369
C  -2.5689  0.3628  -0.5770
C  2.5228  -1.1466  2.5366
C  -2.1114  4.4064  -2.1981
H  2.7261  -1.3535  -3.7486
H  1.2223  -0.4132  -3.6590
H  -0.5032  -1.2067  -2.5259
H  4.7337  2.5569  0.0404
H  4.4484  -1.1856  -2.0599
H  -4.1049  0.2401  -3.6331
H  0.1240  -3.7917  1.1102
H  -4.0437  -1.3607  1.9433
H  5.0582  -2.7742  4.2120
H  1.5384  3.8854  -1.0892
H  -6.8166  -1.8961  -0.4449
H  -3.7040  -3.9805  -3.2515
H  -3.0159  6.2048  -2.9499
H  1.6747  -2.9794  0.9440
H  1.5662  -1.7293  -2.4871
H  -2.3581  0.4328  -3.4215
H  6.7275  -0.0712  -1.2435
H  -5.1352  4.2126  0.2618
H  2.0638  -1.0734  1.5418
H  -5.3516  -0.8220  -2.1149
H  -3.4653  1.7814  -3.0379
H  1.7388  3.2494  0.5649
H  3.0534  4.1607  -0.1867
H  -3.4126  -4.9084  -0.9415
H  -2.5192  0.5422  2.7338
H  -1.7490  -3.9336  0.5888
H  0.4508  -2.3573  2.1040
H  6.5293  1.0077  0.1588
H  -3.3446  2.5022  0.3802
H  -2.2058  -2.1348  -4.0268
H  -4.9973  6.0465  -1.4270
H  5.9704  -0.6800  0.2342
H  -5.6642  -3.1969  -0.0979
H  -1.3239  -0.6486  2.2102
H  -6.2431  -2.1653  1.2229
H  -1.2409  4.4388  -2.8554
H  -1.2010  1.0429  1.6611

Calculated values
LUMO = -1.785 eV
HOMO level = -0.251 Ha
Max |F| = 4.71 eV Å⁻¹
Net charge = 0
Relative energy (zero: lowest compared OMol25 entry of this formula, charge and spin) = 21.6 kcal per mole
Kohn-Sham gap = 5.0 eV

Results of the Löwdin charge analysis, in e, for atoms 1 through 4: number 1, O, carries 0.053; number 2, O, carries -0.055; number 3, O, carries 0.068; number 4, O, carries 0.070


Entry from the OMol25 dataset: a structure of composition C41H38As2NOReS4Te (ωB97M-V with the def2-TZVPD basis set).

Geometry (Å):
Re  -0.0896  1.5330  -0.1047
Te  1.8582  -1.0909  0.0102
As  2.7009  1.8872  1.8147
As  -2.3015  2.4045  0.8529
S  3.7668  0.5307  0.4900
S  1.1950  3.1238  0.5069
S  0.6154  0.1905  1.6679
S  3.7740  2.7255  3.2448
O  -0.0765  1.7913  -2.3257
N  1.1097  0.4140  -1.1766
C  -1.4345  -3.0538  -2.1159
C  4.3467  -2.8946  0.2459
C  0.8185  0.8908  -4.8651
C  2.5904  -0.1766  -6.0801
C  1.4489  0.5231  -3.6700
C  -0.7377  3.3225  4.6318
C  3.1063  -2.6329  0.8382
C  5.5289  -5.5662  2.6949
C  -1.7231  4.7279  2.4310
C  3.2308  -0.5272  -4.8912
C  0.5861  -4.3281  -2.4234
C  -4.2027  -0.8337  2.6930
C  0.8370  0.9030  -2.4364
C  -1.2530  5.4100  3.5482
C  -4.3592  5.5550  -1.8909
C  2.6580  -0.1842  -3.6843
C  -5.8263  0.2402  1.2772
C  -4.2390  4.3885  0.2135
C  -0.7527  -4.1254  -2.6899
C  3.3925  -4.2582  2.5052
C  5.1114  -3.8600  0.8858
C  2.5538  -3.3132  1.9228
C  -5.4989  -0.7439  2.1965
C  -1.6706  -1.0412  -0.7080
C  -3.2749  4.8347  -2.3720
C  -4.8680  1.1563  0.8577
C  4.6669  -4.5364  2.0222
C  -3.2402  0.0734  2.2785
C  -0.7628  4.7135  4.6439
C  -2.6647  3.8853  -1.5640
C  1.1892  -3.0809  2.5230
C  -4.8390  5.3331  -0.6038
C  -0.8117  -2.1404  -1.2790
C  1.2472  -3.4523  -1.5696
C  -1.7075  3.3390  2.4322
C  -3.1542  3.6659  -0.2792
C  0.5558  -2.3804  -1.0077
C  -1.2050  2.6321  3.5238
C  1.3907  0.5279  -6.0692
C  4.8263  -2.3262  -1.0683
C  -3.5810  1.0801  1.3752
H  6.0793  -4.1079  0.4658
H  3.1822  -0.4093  -2.7618
H  -4.8342  6.2955  -2.5203
H  4.1554  -2.6072  -1.8876
H  5.8063  -2.7288  -1.3156
H  3.0211  -4.8003  3.3691
H  5.8155  -5.2267  3.6916
H  -0.3706  2.7782  5.4922
H  -2.4915  -2.9318  -2.3214
H  -6.2529  -1.4461  2.5264
H  -0.4060  5.2524  5.5112
H  4.1779  -1.0485  -4.9228
H  -1.6193  -0.9688  0.3746
H  -3.9468  -1.6042  3.4084
H  3.0384  -0.4481  -7.0273
H  -0.1101  1.4449  -4.8381
H  -1.2853  -4.8056  -3.3417
H  4.9867  -6.5041  2.8157
H  0.4517  -2.6740  1.8248
H  0.9111  0.7973  -6.9998
H  -4.6147  4.2272  1.2163
H  -5.1364  1.9120  0.1332
H  2.2874  -3.6388  -1.3326
H  1.1161  -5.1632  -2.8613
H  -2.9049  5.0116  -3.3728
H  -1.2756  6.4920  3.5588
H  1.2496  -2.4153  3.3864
H  -2.2361  -0.0183  2.6753
H  -1.1984  1.5489  3.5466
H  -2.7179  -1.1923  -0.9649
H  -1.4425  -0.0583  -1.1865
H  -6.8319  0.3043  0.8827
H  6.4367  -5.7626  2.1297
H  0.7817  -4.0302  2.8665
H  4.9399  -1.2430  -1.0680
H  -2.0888  5.2862  1.5800
H  -1.8215  3.3262  -1.9512
H  -5.6829  5.9006  -0.2346

Calculated values
LUMO (spin up / spin down) = -10.591 / -10.711 eV
Multiplicity = 2
HOMO level (spin up / spin down) = -0.597 / -0.597 Ha
Max |F| = 0.77 eV Å⁻¹
Net charge = +3
Kohn-Sham gap (spin up / spin down) = 5.7 / 5.5 eV
Expectation value of S² = 0.77

Results of the Löwdin charge analysis, in e, for atoms 1 through 4: number 1, Re, carries 0.710; number 2, Te, carries 1.526; number 3, As, carries -0.061; number 4, As, carries 1.246


Entry from the OMol25 dataset: a structure of composition C41H38AsCoO4S3 in a non-equilibrium geometry (ωB97M-V with the def2-TZVPD basis set).

Geometry (Å):
As  -2.1883  -1.5108  -1.2687
Co  -0.1038  -0.5500  -0.4690
S  -1.2679  1.3648  -0.0141
S  2.7715  0.2952  -1.8633
S  0.4510  -0.3133  2.7761
O  0.1832  -1.0023  1.4472
O  1.6354  -0.5835  -1.3375
O  0.1282  7.9939  -0.6108
O  1.4661  7.0111  -2.0829
C  -4.2056  -5.3650  -3.0845
C  -5.2158  1.0257  -2.7372
C  3.2175  -3.2050  3.4763
C  -4.5508  0.0105  -2.0706
C  2.2479  -2.4243  2.8681
C  -2.5666  -4.3853  -1.6300
C  4.2980  -0.3971  -1.1826
C  -0.8206  2.9992  -0.4394
C  1.7456  -1.3243  3.5390
C  1.5004  1.1400  2.3041
C  0.0587  4.6316  -1.9472
C  6.6418  -1.1426  0.0414
C  6.6678  -0.1989  -0.9751
C  -2.8952  -2.6857  1.3156
C  -0.5190  5.2651  0.3104
C  -3.4357  -2.6775  2.5893
C  3.6498  -2.8946  4.7562
C  -0.0093  5.5988  -0.9424
C  -0.9369  3.9729  0.5566
C  5.4547  -1.7695  0.3841
C  -0.3498  3.3405  -1.7068
C  5.4888  0.1898  -1.5899
C  -3.0008  -1.5563  0.5082
C  -3.6101  -0.4099  1.0116
C  3.1310  -1.7966  5.4274
C  2.6285  1.7915  -0.7737
C  -3.1470  1.7323  -3.7431
C  -4.5130  1.8851  -3.5715
C  2.1665  -1.0063  4.8221
C  3.3119  1.7562  0.5839
C  -3.2457  -5.4981  -2.0930
C  -3.8076  -2.9995  -3.1649
C  -4.4701  -4.1204  -3.6322
C  -4.1277  -0.3995  2.2928
C  4.2749  -1.4184  -0.2498
C  -2.8875  -3.1276  -2.1276
C  0.5908  6.9388  -1.2671
C  2.7460  0.7022  1.5488
C  -3.1730  -0.1279  -2.2149
C  -4.0438  -1.5343  3.0828
C  -2.4791  0.7280  -3.0646
H  3.3493  -1.9329  -0.0342
H  3.5234  0.4233  2.2625
H  2.4888  -0.1872  0.9733
H  1.5480  1.8961  -0.6680
H  -0.5910  5.9879  1.1124
H  7.6025  0.2464  -1.2748
H  -4.5911  0.4974  2.6716
H  -5.0925  -0.6894  -1.4412
H  5.4992  0.9344  -2.3725
H  -1.3409  3.7028  1.5196
H  -2.4060  -3.5771  0.9455
H  -5.0250  2.6758  -4.0979
H  1.8656  -2.6674  1.8878
H  -6.2796  1.1556  -2.6042
H  -2.6115  2.4022  -4.4003
H  4.3763  -3.5269  5.2427
H  7.5520  -1.3976  0.5601
H  0.8416  1.7505  1.6859
H  -4.7332  -6.2350  -3.4414
H  1.7496  -0.1595  5.3464
H  1.7216  1.6801  3.2215
H  3.4657  -1.5701  6.4287
H  -5.1933  -4.0178  -4.4254
H  2.9979  2.6240  -1.3683
H  -4.4549  -1.5296  4.0797
H  -0.3095  2.5880  -2.4778
H  5.4405  -2.5221  1.1551
H  0.4341  4.9303  -2.9126
H  -0.6226  7.8165  -0.0285
H  3.6160  -4.0662  2.9610
H  -4.0164  -2.0296  -3.6008
H  3.2069  2.7506  1.0213
H  -1.7821  -4.4883  -0.8883
H  -3.3731  -3.5655  3.1977
H  -1.4075  0.5763  -3.1887
H  -3.6901  0.4765  0.3929
H  4.3785  1.5708  0.4522
H  -3.0215  -6.4683  -1.6804

Calculated values
LUMO (spin up / spin down) = -4.915 / -8.558 eV
Multiplicity = 5
HOMO level (spin up / spin down) = -0.501 / -0.506 Ha
Max |F| = 1.66 eV Å⁻¹
Net charge = +2
Relative energy (zero: lowest compared OMol25 entry of this formula, charge and spin) = 19.2 kcal per mole
Kohn-Sham gap (spin up / spin down) = 8.7 / 5.2 eV
Expectation value of S² = 6.03

Results of the Löwdin charge analysis, in e, for atoms 1 through 4: number 1, As, carries 1.324; number 2, Co, carries 0.402; number 3, S, carries 0.924; number 4, S, carries 1.112


Number 1: molecular weight 739.789 g mol⁻¹. Number 2: molecular weight 1152.680 g mol⁻¹. Number 3: molecular weight 824.807 g mol⁻¹.